Record 1
ORCA calculation (ωB97M-V/def2-TZVPD) on a molecular structure, C46H34Cl2I2NO2PSiSn.

Element x y z (Å)
Sn 0.773 -2.093 -0.370
I -2.554 1.082 3.055
C -3.731 2.715 2.456
C -4.839 2.819 3.267
C -5.783 3.840 3.125
C -5.577 4.778 2.164
C -4.449 4.712 1.317
C -4.314 5.777 0.385
C -3.263 5.829 -0.463
C -2.333 4.776 -0.432
C -2.402 3.696 0.422
P -1.017 2.588 -0.114
C -1.778 1.044 -0.752
C -3.048 0.594 -0.404
C -3.644 -0.470 -1.063
C -2.987 -1.095 -2.109
C -1.741 -0.631 -2.505
C -1.143 0.429 -1.840
C -0.050 2.197 1.373
C 0.301 3.217 2.254
C 1.123 2.957 3.338
C 1.617 1.678 3.556
C 1.289 0.661 2.670
C 0.473 0.932 1.588
C -3.485 3.657 1.398
H -4.980 2.088 4.050
H -6.643 3.879 3.780
H -6.266 5.601 2.025
H -5.075 6.547 0.388
H -3.139 6.643 -1.164
H -1.517 4.803 -1.143
H -3.601 1.087 0.378
H -4.631 -0.797 -0.764
H -3.455 -1.915 -2.639
H -1.242 -1.066 -3.359
H -0.198 0.805 -2.216
H -0.089 4.219 2.109
H 1.372 3.757 4.022
H 2.252 1.477 4.409
H 1.669 -0.343 2.826
H 0.184 0.134 0.911
Cl 5.446 -8.140 -0.666
C 4.372 -6.790 -0.851
C 4.258 -6.174 -2.101
C 3.415 -5.107 -2.280
Cl 3.308 -4.373 -3.839
C 2.624 -4.582 -1.222
O 1.855 -3.570 -1.436
C 2.760 -5.239 0.030
C 2.010 -4.830 1.192
O 1.142 -3.959 1.231
C 3.637 -6.325 0.203
H 4.840 -6.534 -2.938
H 2.238 -5.387 2.116
H 3.713 -6.794 1.176
I -1.104 -3.073 5.890
C -1.999 -3.138 4.019
C -3.119 -3.918 3.775
C -3.656 -3.909 2.498
C -3.055 -3.122 1.527
N -1.985 -2.372 1.761
C -1.468 -2.384 2.980
H -3.560 -4.516 4.560
H -4.529 -4.500 2.259
H -3.447 -3.090 0.517
H -0.592 -1.764 3.147
C 3.275 3.863 -0.055
C 2.649 3.537 -1.245
C 2.532 2.208 -1.629
C 3.036 1.179 -0.837
C 3.677 1.534 0.353
C 3.793 2.854 0.746
Si 2.856 -0.637 -1.300
C 2.695 -0.687 -3.182
C 3.696 -0.082 -3.949
C 3.637 -0.066 -5.333
C 2.560 -0.647 -5.987
C 1.553 -1.246 -5.248
C 1.632 -1.267 -3.862
H 3.363 4.899 0.248
H 2.244 4.316 -1.878
H 2.046 1.977 -2.570
H 4.090 0.763 0.993
H 4.286 3.099 1.678
H 4.156 -1.268 -0.924
H 4.539 0.388 -3.454
H 4.429 0.403 -5.903
H 2.508 -0.635 -7.069
H 0.714 -1.714 -5.748
H 0.847 -1.788 -3.321

HOMO-LUMO gap, eV: 6.568
ΔE to the lowest compared entry with this formula, charge and spin, eV: 1.0914
LUMO, eV: -0.477
E, Eh: -4339.45557
HOMO energy, eV: -7.045

How is the electron density shared among the atoms? According to Mulliken, the charges in e are:
1. Sn 0.486
2. I 0.342
3. C -0.116
4. C -0.796
5. C -0.914
6. C -0.793
7. C 0.620
8. C -0.828
9. C -1.070
10. C -0.526
11. C 0.910
12. P 0.164
13. C 1.222
14. C -0.122
15. C -0.960
16. C -0.668
17. C -0.268
18. C -0.943
19. C -0.091
20. C -0.769
21. C -0.763
22. C -0.983
23. C -0.464
24. C 2.309
25. C 0.868
26. H 0.429
27. H 0.385
28. H 0.356
29. H 0.360
30. H 0.425
31. H 0.397
32. H 0.169
33. H 0.482
34. H 0.427
35. H 0.467
36. H 0.358
37. H 0.467
38. H 0.451
39. H 0.390
40. H 0.524
41. H -1.410
42. Cl -0.232
43. C 0.201
44. C -0.615
45. C 0.463
46. Cl -0.172
47. C -0.152
48. O -0.633
49. C 0.908
50. C -0.259
51. O -0.557
52. C -0.949
53. H 0.458
54. H 0.390
55. H 0.386
56. I 0.060
57. C -0.838
58. C -0.093
59. C -0.827
60. C -0.274
61. N 0.357
62. C 0.124
63. H 0.408
64. H 0.424
65. H 0.373
66. H 0.303
67. C -0.562
68. C -0.605
69. C 0.311
70. C 0.284
71. C -0.484
72. C -0.578
73. Si 0.438
74. C 0.334
75. C -0.352
76. C -0.700
77. C -0.516
78. C -0.800
79. C 0.189
80. H 0.383
81. H 0.401
82. H 0.261
83. H 0.341
84. H 0.440
85. H -0.415
86. H 0.403
87. H 0.387
88. H 0.374
89. H 0.408
90. H 0.284

---

Record 2
ORCA calculation (ωB97M-V/def2-TZVPD) on a molecular structure, C11H32CrN2O5P2 in a non-equilibrium geometry.

Element x y z (Å)
O 0.735 4.286 -1.884
H 1.173 4.846 -2.540
Cr 0.094 -0.189 -0.232
N 1.239 -2.060 -0.546
N 2.110 0.275 -0.463
O 0.832 -3.393 -0.651
O 2.633 1.565 -0.458
C 2.545 -1.976 -0.801
C 3.043 -0.652 -0.703
C 3.372 -3.140 -1.108
C 4.448 -0.325 -0.866
H 2.810 -3.978 -1.512
H 3.918 -3.507 -0.235
H 4.145 -2.891 -1.827
H 4.687 0.619 -0.390
H 4.738 -0.257 -1.916
H 5.080 -1.094 -0.435
H -0.111 -3.422 -0.375
H 1.862 2.153 -0.501
O 1.102 -0.873 2.351
H 1.293 -1.617 1.734
H 1.698 -0.169 2.004
C 0.157 3.132 -2.535
H -0.638 2.792 -1.844
H 0.904 2.322 -2.617
H -0.285 3.319 -3.530
O -0.680 -0.743 -2.161
H -0.109 -1.524 -2.394
H -1.547 -1.237 -2.044
C -2.695 -1.498 2.556
P -1.995 -1.338 0.884
C -2.486 -2.960 0.233
C -3.159 -0.093 0.191
C -2.808 1.325 0.729
P -1.021 1.820 0.660
C -1.250 3.609 0.503
C -0.532 1.662 2.407
H -2.182 -2.283 3.127
H -3.755 -1.793 2.457
H -2.661 -0.582 3.162
H -3.552 -3.142 0.446
H -2.334 -3.102 -0.848
H -1.911 -3.740 0.758
H -3.111 -0.138 -0.907
H -4.179 -0.415 0.458
H -3.356 2.114 0.184
H -3.087 1.394 1.791
H -1.846 3.985 1.357
H -0.305 4.173 0.456
H -1.800 3.826 -0.424
H -1.121 2.347 3.042
H -0.631 0.626 2.767
H 0.531 1.940 2.490

HOMO-LUMO gap (alpha / beta), eV: 6.298 / 7.708
ΔE to the lowest compared entry with this formula, charge and spin, eV: 0.8759
LUMO (alpha / beta), eV: -2.782 / -2.808
Expectation value of S²: 4.0387
Charge: +1
E, Eh: -2650.86776
HOMO energy (alpha / beta), eV: -9.079 / -10.516
Spin multiplicity: 4

How is the electron density shared among the atoms? According to Mulliken, the charges in e are:
1. O -0.482
2. H 0.280
3. Cr -0.140
4. N 0.591
5. N 0.587
6. O -0.606
7. O -0.636
8. C 0.107
9. C 0.154
10. C -1.549
11. C -1.664
12. H 0.442
13. H 0.310
14. H 0.406
15. H 0.456
16. H 0.300
17. H 0.438
18. H 0.207
19. H 0.238
20. O -0.670
21. H 0.278
22. H 0.350
23. C -0.234
24. H -0.115
25. H 0.200
26. H 0.400
27. O -0.468
28. H 0.358
29. H 0.254
30. C -1.477
31. P 1.097
32. C -1.680
33. C -0.864
34. C -1.378
35. P 1.511
36. C -1.457
37. C -1.349
38. H 0.407
39. H 0.447
40. H 0.371
41. H 0.410
42. H 0.431
43. H 0.478
44. H 0.441
45. H 0.498
46. H 0.523
47. H 0.417
48. H 0.459
49. H 0.353
50. H 0.460
51. H 0.409
52. H 0.347
53. H 0.353

---

Record 3
ORCA calculation (ωB97M-V/def2-TZVPD) on a molecular structure, C44H35Cl3IN4O2PPbS3 in a non-equilibrium geometry.

Element x y z (Å)
Pb 0.010 -0.031 0.078
C 0.520 2.850 4.872
S 1.044 1.121 4.870
C 1.127 0.715 3.175
S 0.843 1.883 1.959
N 1.512 -0.541 3.035
N 1.411 -1.082 1.826
C 1.902 -2.257 1.629
C 1.740 -2.909 0.343
C 2.061 -4.265 0.187
C 1.853 -4.874 -1.033
C 1.343 -4.124 -2.088
C 1.063 -2.790 -1.858
N 1.254 -2.197 -0.686
H 0.632 3.192 5.899
H 1.152 3.423 4.199
H -0.518 2.921 4.559
H 2.415 -2.788 2.428
H 2.460 -4.818 1.027
H 2.077 -5.925 -1.167
H 1.167 -4.566 -3.058
H 0.670 -2.159 -2.650
I 2.603 1.038 -1.658
C 2.281 0.624 -3.728
C 3.201 -0.210 -4.302
C 3.249 -0.366 -5.698
C 2.438 0.388 -6.493
C 1.475 1.253 -5.925
C 0.693 2.083 -6.758
C -0.255 2.911 -6.234
C -0.541 2.846 -4.862
C 0.186 2.052 -4.007
P -0.526 1.785 -2.319
C -0.400 3.451 -1.597
C 0.621 4.320 -1.982
C 0.803 5.518 -1.310
C -0.021 5.857 -0.249
C -1.022 4.986 0.155
C -1.209 3.782 -0.507
C -2.288 1.574 -2.791
C -2.615 0.304 -3.271
C -3.929 -0.027 -3.561
C -4.935 0.909 -3.365
C -4.616 2.175 -2.901
C -3.299 2.513 -2.622
C 1.302 1.313 -4.506
H 3.917 -0.730 -3.681
H 3.977 -1.041 -6.128
H 2.523 0.336 -7.571
H 0.871 2.058 -7.826
H -0.817 3.584 -6.868
H -1.370 3.422 -4.472
H 1.275 4.055 -2.803
H 1.604 6.183 -1.610
H 0.125 6.793 0.274
H -1.647 5.231 1.003
H -1.965 3.085 -0.171
H -1.823 -0.425 -3.417
H -4.174 -1.014 -3.936
H -5.965 0.649 -3.572
H -5.400 2.906 -2.748
H -3.062 3.506 -2.264
N -1.770 -1.653 -0.568
S -2.301 -2.946 0.149
C -4.095 -2.810 0.331
C -4.811 -3.934 0.723
C -6.179 -3.832 0.906
C -6.817 -2.616 0.695
C -6.092 -1.504 0.299
C -4.717 -1.595 0.120
C -2.373 -4.237 -1.139
C -3.009 -3.966 -2.340
C -2.910 -4.867 -3.385
C -2.180 -6.040 -3.224
C -1.561 -6.313 -2.015
C -1.648 -5.403 -0.970
H -2.405 -1.263 -1.260
H -4.300 -4.877 0.880
H -6.747 -4.699 1.217
H -7.885 -2.537 0.848
H -6.589 -0.556 0.144
H -4.137 -0.723 -0.161
H -3.585 -3.053 -2.450
H -3.398 -4.655 -4.327
H -2.094 -6.739 -4.045
H -0.994 -7.227 -1.888
H -1.145 -5.592 -0.029
Cl -2.879 3.004 2.988
C -3.336 1.294 2.875
Cl -3.107 0.521 4.441
Cl -5.040 1.199 2.414
C -2.421 0.645 1.763
O -2.616 1.066 0.608
O -1.584 -0.185 2.163

HOMO-LUMO gap, eV: 6.587
ΔE to the lowest compared entry with this formula, charge and spin, eV: 0.9848
LUMO, eV: -0.337
E, Eh: -5474.23618
HOMO energy, eV: -6.924

How is the electron density shared among the atoms? According to Mulliken, the charges in e are:
1. Pb 1.986
2. C -0.611
3. S -0.064
4. C 0.533
5. S -0.457
6. N -1.608
7. N 0.849
8. C -1.192
9. C 1.024
10. C -0.850
11. C -0.418
12. C -0.922
13. C -0.316
14. N 0.285
15. H 0.386
16. H 0.241
17. H 0.076
18. H 0.371
19. H 0.464
20. H 0.434
21. H 0.463
22. H 0.482
23. I 0.139
24. C -0.318
25. C -0.546
26. C -0.815
27. C -0.866
28. C 0.808
29. C -0.790
30. C -1.190
31. C -0.121
32. C 0.772
33. P 0.253
34. C 0.786
35. C -0.858
36. C -0.650
37. C -0.839
38. C -0.851
39. C 0.185
40. C 0.848
41. C -1.256
42. C -0.155
43. C -0.766
44. C -0.729
45. C -0.096
46. C 0.422
47. H 0.453
48. H 0.401
49. H 0.384
50. H 0.384
51. H 0.435
52. H 0.452
53. H 0.341
54. H 0.428
55. H 0.394
56. H 0.409
57. H 0.099
58. H 0.228
59. H 0.514
60. H 0.428
61. H 0.434
62. H 0.483
63. N 0.472
64. S 0.033
65. C 0.658
66. C -0.565
67. C -0.684
68. C -0.572
69. C -0.979
70. C 0.062
71. C 0.457
72. C -0.372
73. C -0.656
74. C -0.509
75. C -0.578
76. C -0.315
77. H -0.594
78. H 0.416
79. H 0.394
80. H 0.396
81. H 0.573
82. H 0.288
83. H 0.272
84. H 0.442
85. H 0.397
86. H 0.413
87. H 0.435
88. Cl -0.131
89. C 0.620
90. Cl -0.115
91. Cl -0.162
92. C -0.122
93. O -0.206
94. O -0.558